Entry 1:
{
  "formula": "C34H38N4P2S2Tl",
  "method": "ωB97M-V with the def2-TZVPD basis set",
  "species": ["Tl", "N", "P", "C", "C", "C", "C", "C", "C", "C", "C", "C", "C", "C", "C", "P", "C", "C", "C", "C", "C", "C", "C", "C", "C", "C", "C", "C", "H", "H", "H", "H", "H", "H", "H", "H", "H", "H", "H", "H", "H", "H", "H", "H", "H", "H", "H", "H", "H", "S", "C", "N", "C", "C", "C", "C", "H", "H", "H", "H", "H", "C", "C", "N", "C", "S", "N", "C", "C", "H", "H", "H", "H", "H", "H", "H", "H", "H", "H", "H", "H"],
  "xyz": [[-1.6291, -0.9785, -1.1941], [1.5000, -1.5428, 0.9347], [0.0393, -1.6165, 1.8917], [0.7882, -1.9199, 3.5400], [-0.0815, -1.9251, 4.6300], [0.4123, -2.0251, 5.9193], [1.7802, -2.1358, 6.1297], [2.6453, -2.1696, 5.0477], [2.1546, -2.0629, 3.7532], [-0.2810, 0.1770, 2.1889], [0.7489, 1.0837, 2.4158], [0.4694, 2.4312, 2.5733], [-0.8434, 2.8822, 2.5524], [-1.8809, 1.9756, 2.3960], [-1.6016, 0.6280, 2.2165], [1.4948, -0.8367, -0.6676], [2.4561, 0.6980, -0.3344], [2.1505, 1.8647, -1.0196], [2.9281, 3.0033, -0.8504], [4.0287, 2.9685, -0.0117], [4.3392, 1.8026, 0.6795], [3.5591, 0.6718, 0.5173], [2.9053, -1.7421, -1.4038], [3.1499, -1.4595, -2.7473], [4.1909, -2.0758, -3.4193], [4.9993, -2.9867, -2.7535], [4.7856, -3.2441, -1.4091], [3.7468, -2.6206, -0.7309], [1.8596, -2.4893, 0.8434], [-1.1489, -1.8309, 4.4549], [-0.2635, -1.9999, 6.7641], [2.1710, -2.1891, 7.1369], [3.7111, -2.2596, 5.2132], [2.8394, -2.0721, 2.9166], [1.7661, 0.7271, 2.4773], [1.2850, 3.1276, 2.7198], [-1.0525, 3.9345, 2.6983], [-2.9133, 2.3046, 2.4331], [-2.4165, -0.0875, 2.1645], [1.3059, 1.8869, -1.6874], [2.6729, 3.9104, -1.3831], [4.6515, 3.8463, 0.1015], [5.2015, 1.7780, 1.3333], [3.8037, -0.2356, 1.0571], [2.5159, -0.7398, -3.2545], [4.3714, -1.8466, -4.4610], [5.7969, -3.4925, -3.2806], [5.4336, -3.9284, -0.8769], [3.6286, -2.8171, 0.3284], [-1.1166, -3.9336, -2.0200], [-1.3998, -4.5331, -0.4745], [-0.4606, -5.3612, 0.0765], [-0.5319, -5.8808, 1.3241], [-1.6063, -5.6153, 2.1119], [-2.6399, -4.8128, 1.5870], [-2.5410, -4.2851, 0.3315], [0.3171, -5.5868, -0.5304], [0.2958, -6.4953, 1.6471], [-1.6744, -6.0239, 3.1080], [-3.5090, -4.6108, 2.1992], [-3.3355, -3.6849, -0.0863], [-4.4123, 5.4013, -1.7159], [-4.5126, 3.8975, -1.9535], [-3.2129, 3.2360, -1.9208], [-2.4833, 2.7055, -2.9061], [-1.1768, 1.6933, -2.4942], [-2.6890, 2.9495, -4.2035], [-3.4271, 4.0117, -4.8809], [-4.6210, 3.4558, -5.6492], [-5.4002, 5.8585, -1.7666], [-3.7673, 5.8751, -2.4552], [-3.9946, 5.6078, -0.7303], [-4.9958, 3.6796, -2.9039], [-5.1257, 3.4475, -1.1704], [-2.8231, 3.0622, -1.0072], [-2.1028, 2.3851, -4.7974], [-2.7394, 4.5002, -5.5736], [-3.7379, 4.7553, -4.1531], [-4.2892, 2.7073, -6.3689], [-5.1330, 4.2489, -6.1930], [-5.3283, 2.9739, -4.9737]],
  "mulliken_charge": [0.627, -0.212, 0.548, 0.813, -0.864, -0.616, -0.528, -0.624, -0.057, 0.409, -0.778, -0.583, -0.631, -0.620, -0.471, 0.022, 1.135, -0.116, -0.587, -0.603, -0.568, -0.643, 0.885, -0.723, -0.627, -0.513, -0.855, -0.364, 0.226, 0.390, 0.407, 0.387, 0.431, 0.155, 0.493, 0.456, 0.434, 0.498, 0.439, -0.021, 0.445, 0.396, 0.442, 0.265, 0.402, 0.416, 0.393, 0.429, 0.385, -0.361, 0.144, -0.057, -0.299, -0.589, -0.194, -0.515, 0.249, 0.414, 0.439, 0.431, 0.469, -1.017, -0.431, 0.030, 0.327, -0.486, -0.077, -0.210, -1.045, 0.335, 0.279, 0.349, 0.107, 0.390, 0.083, 0.249, 0.400, -0.089, 0.343, 0.344, 0.261],
  "charge": 1,
  "homo_ha": -0.3668,
  "e_above_lowest_ev": 0.552
}

Entry 2:
{
  "formula": "C2H2O4S",
  "method": "ωB97M-V with the def2-TZVPD basis set",
  "species": ["C", "C", "O", "O", "O", "O", "S", "H", "H"],
  "xyz": [[-0.8679, -1.5566, 0.1063], [0.0169, -0.3640, 0.2599], [0.4118, -1.7349, -0.0880], [-2.3728, 0.6080, 0.9842], [-3.1303, 0.6108, -1.2634], [-1.9497, -1.9802, 0.0775], [-3.3250, 0.1589, 0.0508], [0.1901, -0.0919, 1.4388], [0.3460, 0.3569, -0.4280]],
  "nbo_charge": [0.813, -0.215, -0.443, -0.885, -0.865, -0.545, 1.722, 0.203, 0.215],
  "charge": 0,
  "homo_ha": -0.3962,
  "e_above_lowest_ev": 1.269
}